[1]
{"formula": "C4H8N2S", "method": "ωB97M-V with the def2-TZVPD basis set", "homo_ev": -8.3, "lumo_ev": 0.79, "symbols": ["C", "C", "C", "N", "N", "C", "S", "H", "H", "H", "H", "H", "H", "H", "H"], "coordinates": [[1.992413, 1.462222, 0.039811], [2.194272, 0.005483, -0.412246], [1.908758, -1.093289, 0.615789], [0.915183, -0.808138, -0.318714], [-0.183255, 0.015839, 0.041246], [-1.391232, -0.312190, -0.468990], [-2.782963, 0.179754, 0.160043], [1.552765, 1.721231, 1.011879], [2.974413, 1.819911, 0.210282], [1.524585, 1.950642, -0.815274], [2.797348, -0.213000, -1.253105], [1.780203, -0.820963, 1.713411], [2.375637, -2.031558, 0.462350], [-0.340567, 1.043883, 0.633701], [-1.485723, -1.173475, -1.227844]], "forces_ev_per_a": [[0.8, -0.9, -0.7], [-2.4, -0.5, 3.0], [1.1, 1.6, 2.3], [-0.9, 2.1, -1.7], [-2.0, 2.1, 0.9], [0.6, -2.6, -0.5], [-1.2, 1.1, 0.3], [-0.5, -0.8, -0.5], [1.2, 0.8, -0.4], [0.0, 0.6, 0.4], [0.5, 0.0, -0.7], [0.1, -0.2, -1.6], [0.3, -0.9, 0.0], [1.4, -4.0, -1.7], [1.0, 1.5, 1.0]], "nbo_charge": [-0.6496, -0.0871, -0.2462, -0.2268, -0.4895, -0.0949, -0.1406, 0.2198, 0.2268, 0.2252, 0.2137, 0.2049, 0.2105, 0.4133, 0.2205]}



[2]
{"formula": "C4H8N2S", "method": "ωB97M-V with the def2-TZVPD basis set", "homo_ev": -8.9, "lumo_ev": 0.77, "symbols": ["H", "N", "C", "N", "C", "C", "C", "S", "H", "H", "H", "H", "H", "H", "H"], "coordinates": [[-0.868724, -1.856983, 2.268942], [-1.015931, -2.285872, 1.404408], [-1.038412, -1.559147, 0.372665], [-1.074513, -0.198153, 0.146064], [-0.510613, 0.364825, -1.082708], [0.980144, 0.521149, -0.744735], [1.079497, 1.294703, 0.579089], [-0.500590, 0.907337, 1.388426], [-1.304694, -2.069033, -0.487360], [-0.658510, -0.102943, -2.119147], [-0.979766, 1.446728, -1.176351], [1.545100, 0.791193, -1.773436], [1.188750, -0.626402, -0.462526], [1.183045, 2.430607, 0.547504], [1.975217, 0.941992, 1.139166]], "forces_ev_per_a": [[0.4, 1.3, 1.6], [0.1, -0.9, -1.3], [-0.6, 0.1, 1.3], [0.3, 1.3, 0.5], [-0.6, 2.6, -1.2], [0.5, -2.4, -2.0], [1.4, 1.0, -0.2], [-0.5, -0.7, 0.0], [-0.1, -1.0, -2.2], [-0.1, -0.1, 1.9], [0.7, -2.1, 0.1], [-0.8, -0.2, 2.9], [0.4, 2.5, -0.8], [-0.3, -1.5, -0.4], [-0.8, 0.1, -0.2]], "nbo_charge": [0.3396, -0.6701, 0.2659, -0.5615, -0.2444, -0.4327, -0.5752, 0.3747, 0.1592, 0.2329, 0.2041, 0.2410, 0.2088, 0.2291, 0.2286]}



[3]
{"formula": "C4H8N2S", "method": "ωB97M-V with the def2-TZVPD basis set", "homo_ev": -8.8, "lumo_ev": 0.78, "symbols": ["H", "N", "C", "S", "C", "C", "N", "C", "H", "H", "H", "H", "H", "H", "H"], "coordinates": [[0.006060, 2.734766, -0.042096], [-0.713190, 2.042100, -0.106693], [-0.200981, 0.885631, -0.089331], [1.548755, 0.511766, 0.145118], [1.293430, -1.276963, -0.258374], [-0.161916, -1.539565, 0.129610], [-0.890089, -0.343725, -0.091371], [-2.333311, -0.410271, 0.068590], [1.496591, -1.430094, -1.326593], [2.025825, -1.844141, 0.327700], [-0.118836, -1.785303, 1.229756], [-0.497889, -2.358507, -0.455427], [-2.597220, -0.362345, 1.122229], [-2.703269, -1.364838, -0.383148], [-2.751727, 0.380600, -0.510830]], "forces_ev_per_a": [[0.3, 0.5, -0.1], [-0.7, -0.8, -0.1], [0.2, -1.7, 0.7], [-0.3, -0.5, -0.4], [0.6, 0.9, -0.1], [2.1, 0.5, 1.8], [-0.4, 1.4, -0.9], [0.6, -1.0, -0.6], [-0.2, 0.1, 0.3], [-0.4, 0.0, -0.1], [-0.5, -0.2, -0.8], [-0.8, -0.8, -0.3], [-0.3, 0.1, 0.1], [0.3, 0.7, 0.5], [-0.5, 0.7, 0.0]], "nbo_charge": [0.3520, -0.7304, 0.3337, 0.1633, -0.4995, -0.2101, -0.4528, -0.4006, 0.2145, 0.2302, 0.1752, 0.2065, 0.1923, 0.1964, 0.2293]}



[4]
{"formula": "C4H8N2S", "method": "ωB97M-V with the def2-TZVPD basis set", "homo_ev": -8.9, "lumo_ev": 0.61, "symbols": ["H", "N", "C", "N", "S", "C", "C", "C", "H", "H", "H", "H", "H", "H", "H"], "coordinates": [[3.289929, -0.869277, 0.869549], [3.126909, -0.729030, -0.119707], [1.861205, -0.337770, -0.323627], [0.951017, 0.190960, 0.533856], [-0.155857, 1.287403, -0.067137], [-1.620531, 0.281725, -0.102698], [-1.791037, -0.970435, -0.799509], [-2.075719, -0.879456, 0.770322], [1.511701, -0.211187, -1.396436], [1.094657, -0.191425, 1.567174], [-2.438956, 0.890267, -0.300697], [-2.698339, -1.108425, -1.436458], [-0.828087, -1.540833, -0.944535], [-3.065596, -0.826189, 1.250054], [-1.160597, -1.539291, 1.299580]], "forces_ev_per_a": [[0.2, 0.4, 0.5], [-4.2, 0.1, -0.8], [4.1, -0.1, -2.0], [0.8, -2.0, 3.2], [-0.3, -0.2, 1.0], [0.1, -0.2, 0.8], [-0.4, -2.0, 0.7], [3.6, -1.3, -0.1], [0.7, -0.2, 1.2], [-0.9, 1.9, -2.7], [-1.3, 1.6, -0.2], [1.3, 0.0, 0.2], [-1.5, 0.4, -0.4], [0.7, -0.3, -0.5], [-2.9, 2.1, -1.0]], "nbo_charge": [0.3158, -0.6971, 0.2688, -0.8213, 0.4960, -0.4352, -0.4129, -0.4230, 0.1679, 0.4118, 0.2302, 0.2275, 0.2248, 0.2326, 0.2143]}



[5]
{"formula": "C4H8N2S", "method": "ωB97M-V with the def2-TZVPD basis set", "homo_ev": [-6.9, -9.1], "spin_multiplicity": 3, "s_squared": 2.033, "lumo_ev": [0.91, -2.04], "symbols": ["C", "C", "C", "C", "N", "N", "S", "H", "H", "H", "H", "H", "H", "H", "H"], "coordinates": [[-0.528865, -0.136660, -0.025797], [0.589154, 0.787841, 0.126786], [-2.497424, -1.426957, 0.029014], [3.007662, 1.005780, 0.004874], [-1.910965, -0.056721, 0.033756], [1.815320, 0.290454, 0.019431], [-3.030820, 1.122964, 0.130692], [-0.085000, -1.200294, -0.140098], [0.294683, 1.850571, 0.191679], [-2.332616, -1.977323, 0.967187], [-3.519071, -1.376439, -0.176323], [-2.038828, -2.109953, -0.879019], [3.622239, 0.778801, 0.801365], [3.580336, 0.400986, -0.783953], [3.034189, 2.046943, -0.299591]], "forces_ev_per_a": [[4.6, -0.4, 0.3], [-1.8, -0.6, -0.8], [2.5, -1.8, -1.9], [0.8, -0.8, -3.7], [-1.2, -2.6, 0.0], [-3.1, -0.6, 0.8], [0.5, 1.3, 0.0], [-1.2, 1.8, 0.1], [0.6, -0.1, 0.1], [0.1, 0.3, -0.2], [-1.6, 0.3, -0.1], [-0.9, 1.8, 2.2], [1.0, -0.1, 2.4], [-0.3, 1.2, 0.5], [-0.3, 0.4, 0.3]], "lowdin_spin": [0.4087, 0.0158, 0.0140, 0.0533, 0.3701, 0.3656, 0.7086, 0.0118, -0.0035, 0.0064, 0.0021, 0.0075, 0.0191, 0.0193, 0.0010]}



[6]
{"formula": "C4H8N2S2", "method": "ωB97M-V with the def2-TZVPD basis set", "homo_ev": -8.6, "lumo_ev": -1.05, "symbols": ["C", "N", "N", "C", "C", "S", "S", "C", "H", "H", "H", "H", "H", "H", "H", "H"], "coordinates": [[-1.436958, 2.146720, -0.165611], [-0.851293, 0.855747, -0.234248], [0.465670, 0.830290, -0.394999], [1.110532, -0.300748, -0.469025], [2.495084, -0.601906, -0.378192], [3.564098, 0.591496, -0.057900], [0.076939, -1.618523, -0.921707], [-0.525822, -1.972495, 0.848896], [-2.512996, 2.021114, -0.178281], [-1.076467, 2.887248, -1.001498], [-1.108672, 2.882543, 0.707562], [-1.211686, 0.188170, -0.935955], [2.845680, -1.776760, -0.292287], [-0.977578, -1.098287, 1.331493], [0.264464, -2.183146, 1.485740], [-1.120997, -2.851458, 0.656009]], "forces_ev_per_a": [[1.1, 4.3, -0.3], [1.0, -0.7, -1.3], [2.7, 0.9, 2.3], [-2.8, 0.1, -1.7], [2.6, -0.7, 1.4], [0.1, -0.7, -0.3], [-0.8, -2.0, 1.5], [-0.8, 0.7, -2.0], [-0.1, 0.3, 0.0], [-0.9, -1.7, 0.7], [-0.7, -2.4, -1.0], [-0.9, 0.1, 0.6], [-1.2, 3.1, -0.6], [-0.6, -0.3, -0.7], [1.9, -0.9, 0.7], [-0.6, 0.0, 0.6]], "nbo_charge": [-0.4273, -0.4186, -0.1428, -0.1175, -0.3338, 0.0740, 0.1472, -0.6856, 0.2115, 0.1933, 0.2197, 0.3755, 0.2426, 0.2289, 0.2091, 0.2238]}



[7]
{"formula": "C4H8N2S4", "method": "ωB97M-V with the def2-TZVPD basis set", "homo_ev": [-7.9, -7.2], "lumo_ev": [-0.73, -0.93], "symbols": ["C", "C", "C", "C", "N", "N", "S", "S", "S", "S", "H", "H", "H", "H", "H", "H", "H", "H"], "coordinates": [[-2.082195, -0.078861, 0.071792], [0.303085, 1.398259, -0.184340], [0.878732, -1.464585, -1.251268], [1.035203, 0.615268, 2.412168], [-1.234183, -1.043436, -0.334785], [0.065751, -0.939364, -0.136961], [-3.736992, -0.329253, 0.033529], [-1.364347, 1.550608, 0.187686], [0.681812, 1.799952, -1.856281], [1.606593, 1.635277, 0.896239], [1.750017, -1.966566, -0.662651], [0.266433, -2.157796, -1.708583], [1.010579, -0.617204, -1.919845], [0.064202, 1.058418, 2.835259], [1.750218, 0.587230, 3.228271], [1.044583, -0.246969, 1.790240], [-1.554173, -1.904730, -0.846586], [-0.485312, 2.103745, -2.553883]], "forces_ev_per_a": [[-1.2, -0.7, -1.3], [-1.0, -1.0, -1.3], [0.7, 0.4, 3.7], [-0.9, 2.1, -0.7], [-0.6, -1.0, -0.7], [2.1, 0.9, 0.5], [1.0, 0.5, 0.5], [-1.5, 0.1, 1.0], [0.7, 0.4, -0.9], [0.7, 0.5, 1.6], [-1.0, 1.1, -2.0], [-0.8, -2.0, -1.5], [0.9, -0.1, -0.3], [1.2, -1.1, -1.1], [0.5, 0.2, -0.4], [-1.0, -1.5, 0.7], [-0.2, 1.4, 0.7], [0.5, -0.4, 1.4]], "nbo_charge": [-0.0994, -0.6002, -0.4673, -0.7017, -0.4339, -0.2280, -0.1293, 0.3555, 0.0677, 0.3039, 0.2251, 0.1752, 0.2245, 0.2392, 0.2342, 0.2579, 0.4038, 0.1729]}



[8]
{"formula": "C4H8N3", "method": "ωB97M-V with the def2-TZVPD basis set", "homo_ev": -15.5, "charge": 1, "lumo_ev": -4.59, "symbols": ["C", "C", "C", "C", "N", "N", "N", "H", "H", "H", "H", "H", "H", "H", "H"], "coordinates": [[2.090728, -1.032139, 0.085020], [0.975575, 0.574921, -1.058102], [-1.826273, 0.358917, 1.269730], [-1.452426, -0.016744, -0.233733], [0.916587, -1.218119, 0.524608], [2.160106, -0.015368, -0.880080], [-0.035665, 0.042024, -0.410688], [2.949000, -1.548284, 0.294908], [1.025519, 1.413233, -1.762870], [-1.469962, 1.335752, 1.583388], [-1.498858, -0.456120, 1.937828], [-2.940237, 0.319932, 1.221044], [-1.954018, 0.595836, -0.960091], [-1.820433, -0.988435, -0.481135], [2.880358, 0.634591, -1.129826]], "forces_ev_per_a": [[-2.5, 2.7, -1.7], [-2.2, -0.4, 0.1], [-1.0, -1.3, -1.7], [-0.4, 1.1, 2.0], [-2.2, 1.4, -1.2], [-0.5, 0.6, 0.4], [5.5, -2.5, 0.9], [1.8, -1.5, 1.0], [-0.9, -0.2, 0.3], [0.0, 0.0, -0.1], [0.0, 0.6, -0.3], [0.8, 0.3, 0.5], [0.1, 0.9, -0.3], [0.2, -1.0, 0.1], [1.4, -0.7, 0.1]], "nbo_charge": [0.1883, 0.3255, -0.6038, -0.2455, -0.1237, -0.5336, -0.1754, 0.2613, 0.2590, 0.2292, 0.2384, 0.2386, 0.2452, 0.2481, 0.4483]}



[9]
{"formula": "C4H8N3", "method": "ωB97M-V with the def2-TZVPD basis set", "homo_ev": -13.4, "charge": 1, "lumo_ev": -3.73, "symbols": ["H", "N", "C", "C", "N", "C", "N", "C", "H", "H", "H", "H", "H", "H", "H"], "coordinates": [[1.413714, 2.117739, 1.759501], [1.298910, 1.095946, 1.673773], [0.782125, 0.564648, 0.698066], [1.137502, -0.830733, 0.265990], [0.071496, -1.546620, -0.285284], [-1.002146, -0.989848, -0.825086], [-1.391188, 0.268043, -0.793921], [-0.684468, 1.331327, -0.097429], [2.174157, -0.699990, -0.225912], [1.346311, -1.504469, 1.097616], [0.324154, -2.426822, -0.603697], [-1.783695, -1.729129, -1.216441], [-2.113071, 0.610651, -1.419818], [-1.264045, 1.593764, 0.699490], [-0.309758, 2.145494, -0.726847]], "forces_ev_per_a": [[-1.2, -0.6, 0.3], [2.5, 0.9, 0.1], [-3.8, 1.1, -1.0], [2.5, 0.8, 2.0], [-1.9, 2.3, -2.2], [-2.1, -1.5, -0.5], [1.0, 0.2, -0.4], [4.9, -2.5, -0.7], [-1.9, -0.6, -0.3], [0.7, 0.9, 0.8], [-0.1, -2.2, -0.5], [1.4, 1.2, 0.1], [-0.3, -0.8, 0.2], [-1.3, 1.2, 2.1], [-0.5, -0.3, 0.0]], "nbo_charge": [0.3976, -0.5936, 0.3412, -0.3433, -0.4992, 0.3954, -0.5230, -0.2947, 0.2714, 0.2601, 0.4327, 0.2479, 0.4439, 0.2235, 0.2400]}



[10]
{"formula": "C4H8N3", "method": "ωB97M-V with the def2-TZVPD basis set", "homo_ev": -14.3, "charge": 1, "lumo_ev": -3.35, "symbols": ["C", "C", "C", "C", "N", "N", "N", "H", "H", "H", "H", "H", "H", "H", "H"], "coordinates": [[1.948528, -0.934840, 2.483004], [1.506538, 1.534766, -0.913787], [-0.035788, -0.158025, 0.198949], [-2.209853, -0.695568, -0.262482], [1.168126, -0.957402, 1.685323], [0.449500, 0.727169, -0.431607], [-0.988834, -0.866163, 0.591247], [2.581197, -1.205522, 3.313162], [1.361237, 2.605162, -0.693045], [2.529640, 1.294785, -0.574610], [1.311253, 1.590773, -1.960137], [-2.182830, -1.629817, -0.892403], [-3.056523, -0.572344, 0.517069], [-2.034167, 0.305185, -0.771634], [-1.169255, -1.267832, 1.504894]], "forces_ev_per_a": [[2.5, -1.0, 3.2], [0.1, 1.6, -0.2], [2.7, 3.7, -1.5], [-0.2, 0.4, 1.0], [-1.4, 0.3, -2.1], [-0.6, -2.2, 2.3], [-3.4, -1.3, 0.1], [0.1, 0.5, -0.2], [-0.3, -0.4, 0.7], [-0.7, -0.5, -0.4], [0.9, -0.5, -1.1], [-1.0, 1.4, 0.3], [1.0, -0.5, -1.9], [-0.8, -1.6, 0.1], [1.0, 0.2, -0.3]], "nbo_charge": [0.2442, -0.4455, 0.7842, -0.4164, -0.3975, -0.3448, -0.6090, 0.2712, 0.2428, 0.2461, 0.2476, 0.2439, 0.2401, 0.2315, 0.4616]}



Relative energy (zero: lowest compared OMol25 entry of this formula, charge and spin) per entry: 98.67; 58.08; 18.79; 82.69; 33.78; 80.58; 84.17; 89.13; 79.41; 104.26 kcal/mol
Energy per entry: -18089.464; -18091.224; -18092.928; -18090.157; -18088.649; -28924.814; -50594.161; -8738.917; -8739.338; -8738.261 eV